# C4H7N2O

A gas-phase ion, C4H7N2O (charge +1) at a distorted geometry (wB97M-V/def2-TZVPD, the Open Molecules 2025 dataset).

- highest occupied orbital energy (Ha) = -0.5715
- energy relative to the best compared isomer or geometry (same formula, charge and spin) (kJ/mol) = 333.01
- SMILES string = [H]/N=C/[N@H+]1C[C@@H]1C=O

```
! wB97M-V def2-TZVPD RIJCOSX def2/J DEFGRID3
* xyz 1 1
H -3.052 -1.340 -0.316
N -2.038 -1.218 -0.245
C -1.634 -0.248 0.420
N -0.159 -0.094 0.439
C 0.644 -1.003 -0.331
C 0.735 0.457 -0.567
C 1.642 1.569 0.096
O 1.806 1.553 1.273
H -2.157 0.351 1.067
H 0.342 0.219 1.238
H 0.258 -1.614 -1.122
H 1.509 -1.638 0.091
H 0.172 0.740 -1.400
H 1.931 2.266 -0.643
*
```


# C21H42N3

2 unconnected molecules or ions with the total composition C21H42N3 at a distorted geometry (wB97M-V/def2-TZVPD, the Open Molecules 2025 dataset).

- highest occupied orbital energy (Ha) = -0.4332
- energy relative to the best compared isomer or geometry (same formula, charge and spin) (kJ/mol) = 791.57

```
! wB97M-V def2-TZVPD RIJCOSX def2/J DEFGRID3
* xyz 1 1
C -1.336 4.626 -0.511
C -2.836 4.317 0.134
C -3.274 2.751 -0.082
C -3.201 1.956 1.352
C -1.629 1.437 1.513
C -1.412 0.643 2.930
C -1.625 -0.981 2.861
C -2.573 -1.510 1.634
C -2.327 -3.162 1.548
C -2.608 -3.577 -0.018
C -1.264 -3.853 -0.913
N -0.414 -2.589 -1.160
C -1.134 -1.679 -2.131
C -1.204 -2.273 -3.679
N 0.820 -3.054 -1.595
C 1.769 -1.943 -1.981
C 2.005 -0.795 -0.835
C 2.141 -1.367 0.696
H -1.370 4.467 -1.674
H -0.500 3.968 -0.010
H -1.087 5.769 -0.290
H -2.894 4.596 1.288
H -3.591 4.993 -0.465
H -2.628 2.169 -0.876
H -4.388 2.750 -0.448
H -3.384 2.685 2.273
H -3.956 1.051 1.361
H -0.976 2.418 1.526
H -1.265 0.823 0.563
H -2.072 1.113 3.773
H -0.280 0.821 3.244
H -0.602 -1.561 2.814
H -2.133 -1.291 3.896
H -2.287 -1.103 0.571
H -3.728 -1.330 1.789
H -1.270 -3.460 1.952
H -3.219 -3.623 2.193
H -3.378 -2.818 -0.516
H -3.197 -4.615 0.023
H -0.561 -4.553 -0.250
H -1.470 -4.454 -1.913
H -0.391 -2.091 -0.236
H -0.654 -0.589 -2.214
H -2.269 -1.476 -1.824
H -2.336 -2.600 -3.869
H -0.992 -1.408 -4.453
H -0.557 -3.235 -3.847
H 1.319 -3.614 -0.863
H 2.831 -2.459 -2.156
H 1.495 -1.465 -3.040
H 1.205 0.081 -0.953
H 3.050 -0.280 -1.091
H 2.990 -0.759 1.254
H 1.131 -1.080 1.257
H 2.277 -2.530 0.778
N 4.998 1.260 1.115
C 4.238 2.284 0.668
C 4.682 3.234 -0.237
C 5.985 3.133 -0.712
C 6.793 2.091 -0.269
C 6.258 1.187 0.635
H 3.230 2.321 1.071
H 4.027 4.034 -0.564
H 6.368 3.861 -1.422
H 7.813 1.985 -0.620
H 6.848 0.354 1.007
*
```


# CH6N2OS

A single CH6N2OS molecule at a distorted geometry (wB97M-V/def2-TZVPD, the Open Molecules 2025 dataset).

- highest occupied orbital energy (Ha) = -0.3194
- energy relative to the best compared isomer or geometry (same formula, charge and spin) (kJ/mol) = 376.26
- SMILES string = C=S(N)(N)=O

```
! wB97M-V def2-TZVPD RIJCOSX def2/J DEFGRID3
* xyz 0 1
C -1.356 -0.092 -1.067
S -0.285 0.396 0.168
N 0.728 -0.700 1.402
N 1.072 0.693 -0.649
O -0.722 1.551 0.921
H -2.444 -0.169 -0.764
H -0.921 -1.123 -1.298
H 0.678 -1.646 0.971
H 0.276 -0.616 2.269
H 1.954 0.320 -0.575
H 1.020 1.386 -1.379
*
```


# C3H5O4Rh

A molecular structure, C3H5O4Rh at a distorted geometry (wB97M-V/def2-TZVPD, the Open Molecules 2025 dataset).

- highest occupied orbital energy (spin up / spin down) (Ha) = -0.4814 / -0.5490
- energy relative to the best compared isomer or geometry (same formula, charge and spin) (kJ/mol) = 140.38

```
! wB97M-V def2-TZVPD RIJCOSX def2/J DEFGRID3
* xyz 1 6
C 0.993 -0.063 3.225
O 0.674 -0.211 1.859
C 0.959 0.921 1.096
O 1.390 0.473 -0.155
Rh 1.456 -1.250 -1.322
H 0.790 -1.023 3.710
H 2.057 0.189 3.361
H 0.372 0.720 3.690
H 1.800 1.494 1.519
H 0.066 1.559 0.992
O 1.402 0.578 -2.333
C 1.328 1.339 -1.332
O 1.145 2.523 -1.192
*
```


# C34H80Cl10N4

9 unconnected molecules or ions with the total composition C34H80Cl10N4 at a distorted geometry (wB97M-V/def2-TZVPD, the Open Molecules 2025 dataset).

- highest occupied orbital energy (Ha) = -0.2918
- energy relative to the best compared isomer or geometry (same formula, charge and spin) (kJ/mol) = 464.09
- SMILES string = CCN(CC)CC.CCN(CC)CC.CCN(CC)CC.CCN(CC)CC.ClCCCl.ClCCCl.ClCCCl.ClCCCl.ClCCCl

```
! wB97M-V def2-TZVPD RIJCOSX def2/J DEFGRID3
* xyz 0 1
C -1.013 -2.856 -5.734
C -1.309 -2.053 -4.437
N -0.300 -2.253 -3.410
C 1.051 -1.929 -3.733
C 1.206 -0.714 -4.394
C -0.691 -1.712 -2.099
C -1.649 -2.711 -1.403
H -0.155 -2.349 -6.073
H -1.981 -2.843 -6.233
H -0.810 -3.919 -5.382
H -2.153 -2.521 -4.182
H -1.584 -1.016 -4.775
H 1.251 -2.726 -4.347
H 1.815 -2.041 -2.986
H 0.677 -0.401 -5.170
H 2.047 -0.894 -5.054
H 1.294 0.111 -3.495
H -1.296 -0.682 -2.059
H 0.134 -1.852 -1.243
H -2.339 -2.133 -0.890
H -1.138 -3.606 -0.965
H -2.413 -3.130 -2.122
C 3.506 -2.450 -0.862
C 4.046 -2.664 0.543
N 3.107 -2.279 1.601
C 1.731 -2.833 1.626
C 1.567 -4.121 1.195
C 3.647 -2.242 2.866
C 4.428 -0.981 3.036
H 2.517 -3.036 -1.168
H 4.251 -2.390 -1.671
H 3.307 -1.398 -0.798
H 5.137 -2.310 0.686
H 4.400 -3.679 0.595
H 1.154 -2.202 1.011
H 1.074 -2.354 2.383
H 2.340 -4.496 0.532
H 0.591 -4.316 0.935
H 1.141 -4.665 1.986
H 4.257 -3.218 2.909
H 2.898 -2.259 3.660
H 3.899 -0.270 2.403
H 5.491 -1.089 2.766
H 4.649 -0.688 3.962
C -4.489 0.723 0.834
C -4.227 0.125 -0.449
N -5.414 -0.703 -0.895
C -5.689 -0.855 -2.236
C -4.619 -1.071 -3.134
C -5.312 -2.073 -0.349
C -6.621 -2.701 0.040
H -4.519 -0.108 1.514
H -5.288 1.417 0.928
H -3.656 1.445 0.861
H -3.145 -0.315 -0.591
H -4.219 1.076 -1.172
H -5.971 0.210 -2.513
H -6.633 -1.217 -2.421
H -3.687 -0.779 -2.911
H -4.897 -0.482 -4.083
H -4.500 -2.174 -3.469
H -4.952 -2.148 0.718
H -4.812 -2.842 -0.938
H -6.533 -3.674 0.547
H -7.155 -3.083 -0.748
H -7.263 -2.042 0.521
C -2.600 -1.504 1.564
C -2.113 -0.597 2.679
N -0.831 -1.340 3.375
C -0.047 -0.554 4.118
C -0.466 0.501 4.962
C -1.435 -2.425 4.172
C -0.275 -3.474 4.524
H -3.156 -0.758 0.699
H -3.307 -2.113 1.907
H -1.924 -2.103 1.070
H -2.747 -0.231 3.373
H -1.466 0.056 2.372
H 0.320 -0.179 3.169
H 0.764 -1.280 4.640
H -1.384 0.995 4.896
H 0.443 1.332 5.010
H -0.569 -0.012 5.862
H -2.105 -2.975 3.499
H -2.103 -1.967 5.027
H -0.691 -4.458 4.621
H 0.330 -3.378 5.457
H 0.343 -3.716 3.742
Cl -3.850 3.885 -1.185
C -2.188 4.373 -1.516
C -1.998 5.524 -2.491
Cl -2.802 6.974 -1.728
H -1.739 3.658 -1.941
H -1.548 4.452 -0.518
H -2.589 5.172 -3.236
H -1.040 5.670 -2.761
Cl 0.723 4.792 1.914
C 1.066 6.548 1.479
C -0.001 6.921 0.415
Cl 0.332 8.545 -0.317
H 2.016 6.509 1.014
H 0.999 7.263 2.500
H -1.097 6.844 0.856
H -0.149 6.355 -0.423
Cl 4.566 1.218 -4.680
C 5.158 1.894 -3.149
C 5.353 0.699 -2.180
Cl 5.209 1.380 -0.591
H 4.314 2.525 -2.688
H 6.211 2.258 -3.045
H 6.396 0.085 -2.471
H 4.516 -0.190 -2.409
Cl 4.017 3.408 3.413
C 5.445 3.852 2.352
C 5.009 4.601 1.195
Cl 4.122 6.091 1.551
H 6.144 2.872 2.166
H 6.060 4.473 2.994
H 4.470 3.723 0.762
H 5.736 4.819 0.360
Cl -0.812 1.867 0.729
C 0.884 1.221 0.817
C 1.850 2.257 0.232
Cl 1.629 2.315 -1.529
H 0.698 0.061 0.512
H 1.328 1.150 1.831
H 2.856 2.213 0.525
H 1.547 3.341 0.438
*
```